This record from OMol25 describes an isolated ion of composition C4H5N2O2 and charge +1. The level of theory is ωB97M-V/def2-TZVPD.

HOMO: -15.0 eV
Gap between HOMO and LUMO: 9.29 eV
Relative energy (zero: lowest compared OMol25 entry of this formula, charge and spin): 135.9 kJ/mol
Charge: +1
SMILES: C/C(O)=C(/C=O)[N+]#N
E: -415.04868 hartree

Geometry (Å):
O  -2.381  3.373  0.563
O  -0.036  0.859  -1.121
N  -1.371  0.959  2.049
N  -1.662  0.872  3.103
C  -1.473  2.660  0.259
C  -1.016  1.338  0.897
C  0.246  -0.887  0.487
C  -0.243  0.526  0.144
H  0.567  -0.990  1.503
H  1.033  -1.095  -0.246
H  0.486  0.103  -1.561
H  -0.838  2.655  -0.643
H  -0.569  -1.736  0.516

***

This record from OMol25 describes an isolated ion of composition C4H5N2O2 and charge +1. The level of theory is ωB97M-V/def2-TZVPD.

HOMO: -13.8 eV
Gap between HOMO and LUMO: 8.79 eV
Relative energy (zero: lowest compared OMol25 entry of this formula, charge and spin): 416.9 kJ/mol
Charge: +1
SMILES: [NH2+]=C=C[C@H]1C(=O)N1O
E: -414.94165 hartree

Geometry (Å):
O  3.014  0.883  0.970
O  1.027  -1.787  0.309
N  1.905  -0.875  -0.290
N  -1.382  0.343  1.262
C  2.379  0.260  0.213
C  0.186  1.039  -0.677
C  -0.524  0.621  0.423
C  1.452  0.349  -1.005
H  -2.123  -0.332  1.124
H  0.157  2.046  -1.150
H  0.826  -2.586  -0.324
H  1.869  0.425  -1.914
H  -1.035  0.543  2.221

***

This record from OMol25 describes an isolated ion of composition C4H5N2O2S and charge +1. The level of theory is ωB97M-V/def2-TZVPD.

HOMO (spin up / spin down): -13.6 / -13.5 eV
Gap between HOMO and LUMO (spin up / spin down): 7.21 / 6.90 eV
Relative energy (zero: lowest compared OMol25 entry of this formula, charge and spin): 545.7 kJ/mol
Charge: +1
SMILES: [NH2+]=C=[N+]=CCC#S(=O)[O-]
E: -813.08269 hartree

Geometry (Å):
S  2.254  0.274  0.264
O  3.232  1.249  -0.105
O  2.434  -1.145  0.184
N  -0.293  -2.286  -0.298
N  -1.759  -0.361  0.353
C  -1.713  0.908  0.200
C  -0.790  -1.148  0.012
C  0.719  0.655  -0.418
C  -0.389  1.593  -0.120
H  -0.698  2.453  -0.820
H  -0.257  1.968  0.920
H  -0.887  -3.139  -0.498
H  -2.562  1.542  0.325
H  0.710  -2.564  0.002

***

This record from OMol25 describes one molecule with the formula C4H5N2O4P. The level of theory is ωB97M-V/def2-TZVPD.

HOMO: -11.5 eV
Gap between HOMO and LUMO: 11.50 eV
Charge: 0
SMILES: N#C[C@H](O)[C@H](C#N)P(=O)(O)O
E: -907.30986 hartree

Geometry (Å):
P  -1.588  -0.200  -0.044
O  -2.322  -1.628  0.034
O  -1.731  0.251  -1.585
O  -2.137  0.778  0.903
O  0.697  1.544  1.533
N  3.555  0.748  0.066
N  1.186  -1.774  -1.894
C  0.934  0.934  0.304
C  0.751  -1.147  -1.038
C  2.409  0.743  0.108
C  0.224  -0.456  0.158
H  -1.717  -2.358  0.207
H  -2.171  1.113  -1.538
H  0.590  1.605  -0.481
H  0.860  0.891  2.221
H  0.461  -1.043  1.046

***

This record from OMol25 describes a 2-piece molecular cluster, C4H5N2OP overall. The level of theory is ωB97M-V/def2-TZVPD.

HOMO: -8.0 eV
Gap between HOMO and LUMO: 8.54 eV
Relative energy (zero: lowest compared OMol25 entry of this formula, charge and spin): 272.7 kJ/mol
Charge: 0
SMILES: N#CP=C=N.CC=O
E: -681.40056 hartree

Geometry (Å):
P  2.055  -0.612  1.405
O  -0.556  -0.479  0.716
N  2.133  -2.549  -0.723
N  2.433  1.362  -0.589
C  2.029  -1.768  0.153
C  2.223  0.453  0.062
C  -1.639  0.052  0.446
C  -1.877  1.398  0.007
H  -2.587  -0.499  0.476
H  -1.809  1.355  -1.099
H  1.703  -2.695  -1.513
H  -2.913  1.830  0.148
H  -1.195  2.150  0.511

***

This record from OMol25 describes an isolated ion of composition C4H5N2OS and charge +1. The level of theory is ωB97M-V/def2-TZVPD.

HOMO (spin up / spin down): -12.8 / -12.8 eV
Gap between HOMO and LUMO (spin up / spin down): 7.03 / 7.03 eV
Relative energy (zero: lowest compared OMol25 entry of this formula, charge and spin): 398.3 kJ/mol
Charge: +1
SMILES: [NH2+]=CS/C=N\C=C=O
E: -737.94622 hartree

Geometry (Å):
S  1.481  -0.192  0.954
O  -1.348  1.395  -0.851
N  -0.953  -1.150  1.251
N  1.338  0.565  -1.582
C  0.976  0.760  -0.350
C  -1.753  -0.759  0.283
C  0.127  -0.777  1.794
C  -1.349  0.344  -0.354
H  1.975  -0.312  -1.829
H  -2.618  -1.354  0.048
H  0.318  -1.276  2.840
H  1.331  1.222  -2.364
H  0.475  1.534  0.161

***

This record from OMol25 describes a 2-piece molecular cluster, C4H5N2P overall. The level of theory is ωB97M-V/def2-TZVPD.

HOMO: -9.1 eV
Gap between HOMO and LUMO: 9.88 eV
Relative energy (zero: lowest compared OMol25 entry of this formula, charge and spin): 170.9 kJ/mol
Charge: 0
SMILES: c1c[nH]cn1.C#P
E: -606.18653 hartree

Geometry (Å):
P  -2.146  -0.339  0.480
N  0.947  0.223  0.997
N  1.293  -0.940  -0.864
C  -3.249  0.392  1.255
C  0.994  0.318  -1.217
C  0.697  1.060  -0.123
C  1.243  -0.909  0.506
H  0.788  0.690  -2.353
H  1.444  -1.723  1.174
H  1.761  -1.598  -1.451
H  0.411  2.118  0.039
H  -4.184  0.707  1.557

***

This record from OMol25 describes one molecule with the formula C4H5N3. The level of theory is ωB97M-V/def2-TZVPD.

HOMO: -10.1 eV
Gap between HOMO and LUMO: 10.59 eV
Relative energy (zero: lowest compared OMol25 entry of this formula, charge and spin): 286.8 kJ/mol
Charge: 0
SMILES: CNC(C#N)C#N
E: -319.60299 hartree

Geometry (Å):
N  2.841  -1.262  -1.214
N  1.163  2.139  1.140
N  -0.497  -0.407  -0.585
C  1.062  1.069  0.705
C  0.798  -0.270  0.088
C  1.957  -0.766  -0.657
C  -1.589  0.126  0.208
H  -1.499  1.206  0.390
H  0.391  -1.149  0.606
H  -1.645  -0.369  1.193
H  -0.510  -0.265  -1.572
H  -2.516  -0.086  -0.323

***

This record from OMol25 describes one molecule with the formula C4H5N3. The level of theory is ωB97M-V/def2-TZVPD.

HOMO: -9.5 eV
Gap between HOMO and LUMO: 10.13 eV
Relative energy (zero: lowest compared OMol25 entry of this formula, charge and spin): 188.6 kJ/mol
Charge: 0
SMILES: N#C[C@H]1CN=CN1
E: -319.64038 hartree

Geometry (Å):
N  2.827  -1.026  0.724
N  -1.827  -0.020  -0.004
N  0.115  1.166  0.174
C  0.633  -0.117  -0.313
C  -1.270  1.076  0.319
C  -0.741  -0.934  -0.394
C  1.768  -0.656  0.437
H  -0.812  -1.843  0.226
H  -0.872  -1.239  -1.428
H  -1.806  1.965  0.661
H  0.633  1.765  0.803
H  1.353  -0.137  -1.205

***

This record from OMol25 describes one molecule with the formula C4H5N3. The level of theory is ωB97M-V/def2-TZVPD.

HOMO (spin up / spin down): -9.1 / -9.1 eV
Gap between HOMO and LUMO (spin up / spin down): 7.49 / 7.49 eV
Relative energy (zero: lowest compared OMol25 entry of this formula, charge and spin): 445.8 kJ/mol
Charge: 0
E: -319.54240 hartree

Geometry (Å):
N  -0.133  -0.710  -1.276
N  1.418  0.665  -0.191
N  -1.095  -2.251  1.300
C  -0.914  0.226  0.581
C  -0.976  -1.146  0.974
C  1.053  -0.111  -1.170
C  0.327  1.011  0.648
H  -1.799  0.789  0.922
H  1.805  -0.266  -1.956
H  0.472  0.727  1.716
H  0.169  2.098  0.683
H  -0.326  -1.034  -2.231

***

This record from OMol25 describes one molecule with the formula C4H5N3. The level of theory is ωB97M-V/def2-TZVPD.

HOMO: -8.8 eV
Gap between HOMO and LUMO: 9.67 eV
Relative energy (zero: lowest compared OMol25 entry of this formula, charge and spin): 56.2 kJ/mol
Charge: 0
SMILES: Nc1cncnc1
E: -319.69080 hartree

Geometry (Å):
N  1.494  1.119  -0.033
N  -1.989  0.022  -0.344
N  1.371  -1.217  0.380
C  0.073  -1.186  0.103
C  -0.612  0.000  -0.171
C  2.010  -0.050  0.340
C  0.192  1.134  -0.300
H  -0.237  2.084  -0.624
H  -2.408  0.940  -0.299
H  -0.460  -2.138  0.100
H  3.058  -0.057  0.633
H  -2.491  -0.652  0.216

***

This record from OMol25 describes one molecule with the formula C4H5N3. The level of theory is ωB97M-V/def2-TZVPD.

HOMO: -10.2 eV
Gap between HOMO and LUMO: 10.76 eV
Relative energy (zero: lowest compared OMol25 entry of this formula, charge and spin): 203.2 kJ/mol
Charge: 0
SMILES: CNC(C#N)C#N
E: -319.63482 hartree

Geometry (Å):
N  1.204  2.157  1.011
N  -0.454  -0.481  -0.409
N  2.688  -1.186  -1.450
C  1.123  1.061  0.645
C  0.826  -0.338  0.224
C  1.875  -0.823  -0.712
C  -1.706  0.087  0.147
H  -2.552  -0.564  0.017
H  -1.906  1.037  -0.356
H  -1.608  0.313  1.231
H  0.940  -0.964  1.123
H  -0.362  -0.303  -1.400

***

This record from OMol25 describes one molecule with the formula C4H5N3. The level of theory is ωB97M-V/def2-TZVPD.

HOMO: -7.9 eV
Gap between HOMO and LUMO: 8.26 eV
Relative energy (zero: lowest compared OMol25 entry of this formula, charge and spin): 276.1 kJ/mol
Charge: 0
E: -319.60705 hartree

Geometry (Å):
N  0.560  -1.703  0.807
N  -1.359  1.404  0.550
N  0.225  1.412  -1.099
C  0.154  -0.478  0.272
C  -0.927  0.220  0.881
C  0.725  0.162  -0.797
C  -0.776  2.115  -0.482
H  1.534  -0.280  -1.383
H  1.036  -2.328  0.172
H  -1.463  -0.267  1.699
H  -0.172  -2.188  1.311
H  0.464  1.931  -1.930

***

This record from OMol25 describes a 2-piece molecular cluster, C4H5N3 overall. The level of theory is ωB97M-V/def2-TZVPD.

HOMO: -9.3 eV
Gap between HOMO and LUMO: 9.27 eV
Relative energy (zero: lowest compared OMol25 entry of this formula, charge and spin): 431.8 kJ/mol
Charge: 0
SMILES: C1=C=NC=NC=1.N
E: -319.54776 hartree

Geometry (Å):
N  2.283  1.053  0.146
N  -2.652  0.344  0.072
N  1.678  -1.267  -0.026
C  -0.019  0.390  -0.154
C  2.564  -0.296  0.107
C  1.019  1.080  0.011
C  0.371  -0.958  -0.144
H  -3.637  0.193  0.256
H  -0.328  -1.790  -0.232
H  -2.554  0.681  -0.879
H  -2.337  1.124  0.642
H  3.612  -0.554  0.201

***

This record from OMol25 describes C4H5N3 as an isolated structure. The level of theory is ωB97M-V/def2-TZVPD.

HOMO: -8.5 eV
Gap between HOMO and LUMO: 8.98 eV
Relative energy (zero: lowest compared OMol25 entry of this formula, charge and spin): 393.9 kJ/mol
Charge: 0
E: -319.56216 hartree

Geometry (Å):
N  -1.142  0.333  0.090
N  0.893  1.050  -0.547
N  0.188  2.038  -0.350
C  0.192  -2.338  0.515
C  0.837  -1.261  -0.126
C  0.176  0.010  -0.182
C  -1.086  1.517  -0.061
H  1.846  -1.020  -0.158
H  -0.935  -2.324  0.743
H  0.316  3.001  -1.132
H  0.615  -3.269  0.830
H  -1.900  2.263  0.378

***

This record from OMol25 describes a 2-piece molecular cluster, C4H5N3 overall. The level of theory is ωB97M-V/def2-TZVPD.

HOMO: -8.9 eV
Gap between HOMO and LUMO: 9.46 eV
Relative energy (zero: lowest compared OMol25 entry of this formula, charge and spin): 368.0 kJ/mol
Charge: 0
E: -319.57204 hartree

Geometry (Å):
N  -1.893  0.423  -0.048
N  1.467  -1.269  -0.098
N  1.604  1.106  0.264
C  -0.489  0.046  -0.023
C  2.130  -0.123  0.073
C  0.244  1.185  0.271
C  0.136  -1.172  -0.157
H  -2.576  -0.160  0.425
H  -0.427  -2.089  -0.281
H  -1.185  1.650  0.465
H  3.224  -0.254  0.087
H  -2.236  0.656  -0.977

***

This record from OMol25 describes a 2-piece molecular cluster, C4H5N3 overall. The level of theory is ωB97M-V/def2-TZVPD.

HOMO: -9.5 eV
Gap between HOMO and LUMO: 10.08 eV
Relative energy (zero: lowest compared OMol25 entry of this formula, charge and spin): 370.8 kJ/mol
Charge: 0
SMILES: N#CC=C=N.C=N
E: -319.57097 hartree

Geometry (Å):
N  -1.053  -1.866  -2.088
N  0.094  -0.220  2.210
N  0.995  2.250  -2.115
C  -0.631  0.697  2.567
C  0.898  -0.280  -1.799
C  0.916  1.105  -1.998
C  -0.188  -1.061  -1.809
H  -1.829  -1.985  -1.466
H  -0.553  1.662  3.160
H  -1.633  0.341  2.587
H  1.137  -0.087  2.157
H  1.847  -0.556  -1.407

***

This record from OMol25 describes C4H5N3 as an isolated structure. The level of theory is ωB97M-V/def2-TZVPD.

HOMO: -8.1 eV
Gap between HOMO and LUMO: 9.00 eV
Relative energy (zero: lowest compared OMol25 entry of this formula, charge and spin): 450.2 kJ/mol
Charge: 0
E: -319.54074 hartree

Geometry (Å):
N  -1.516  -0.941  0.018
N  -1.325  1.697  0.579
N  2.014  -0.367  -0.380
C  0.684  -0.137  -0.117
C  -0.184  -1.174  -0.275
C  -0.100  1.581  0.355
C  -2.187  0.019  0.363
H  0.737  2.302  0.339
H  -3.222  0.177  0.664
H  0.022  -2.214  -0.598
H  2.725  0.322  -0.238
H  2.358  -1.268  -0.716

***

This record from OMol25 describes one molecule with the formula C4H5N3. The level of theory is ωB97M-V/def2-TZVPD.

HOMO (spin up / spin down): -10.3 / -8.1 eV
Gap between HOMO and LUMO (spin up / spin down): 9.62 / 6.45 eV
Relative energy (zero: lowest compared OMol25 entry of this formula, charge and spin): 537.5 kJ/mol
Charge: 0
E: -319.50749 hartree

Geometry (Å):
N  -0.466  0.378  -0.321
N  0.923  -1.176  -1.701
N  3.126  1.433  0.994
C  1.235  -0.280  0.606
C  2.291  0.641  0.839
C  0.659  -0.509  -0.717
C  -1.823  -0.121  -0.148
H  -1.770  -1.128  0.274
H  0.945  -0.922  1.435
H  -2.394  0.529  0.520
H  -2.332  -0.180  -1.116
H  -0.394  1.335  -0.665